Record 1
A single C20H23ClN2O6 molecule, computed with ωB97M-V with the def2-TZVPD basis set.

Summary:
- 2S+1: 1
- DFT total energy: -1797.1396 Eh
- Molecular weight: 422.86 g mol⁻¹
- SMILES: CCOC(=O)c1c(C)[nH]c(C(=O)OCC(=O)Nc2cc(C)c(Cl)cc2OC)c1C
- HOMO level: -8.2007 eV

The geometry in XYZ format:
```
52
C20H23ClN2O6 ωB97M-V with the def2-TZVPD basis set
C -1.70 3.98 -1.11
H 4.86 -5.03 -2.22
H -0.76 -6.14 -0.92
C -0.42 -4.21 -0.15
C 0.97 -4.19 -0.05
H -2.08 -5.52 0.10
H 4.92 -5.91 0.13
O 1.45 -6.35 -0.91
H -2.36 7.01 2.87
C -1.48 6.38 3.04
H -1.60 3.07 2.06
C -1.71 5.14 -1.86
H 3.20 -3.08 1.51
Cl -1.68 7.84 -2.05
C -1.72 0.60 1.89
H 3.58 -6.20 -2.61
H -1.58 7.38 0.69
H 3.32 -2.47 -0.13
C 4.45 -6.02 -1.99
H -2.65 5.63 -3.72
H -1.43 6.10 4.09
H 5.21 -6.77 -2.20
H -2.74 0.54 2.29
O 0.78 -0.08 1.52
C -1.77 5.10 -3.35
C 0.17 -2.23 0.70
C 4.06 -6.09 -0.52
O -1.39 -0.71 1.48
H -1.84 -2.74 0.35
H -0.58 6.94 2.77
C -1.62 6.41 0.21
H -1.87 -4.90 -1.54
N -0.88 -3.03 0.31
H -1.80 4.07 -3.71
C -1.65 4.00 0.28
C -0.06 -0.91 1.25
H -1.73 3.02 -1.61
C -1.34 -5.26 -0.66
H -1.03 0.93 2.67
O 3.13 -5.06 -0.18
C -1.68 1.56 0.69
C 1.83 -5.31 -0.43
C 2.72 -2.44 0.77
O -1.70 1.15 -0.45
N -1.65 2.86 1.07
H -0.90 5.59 -3.78
O -1.56 5.18 2.32
H 3.61 -7.06 -0.30
H 2.67 -1.42 1.14
C -1.67 6.35 -1.18
C 1.35 -2.93 0.48
C -1.61 5.24 0.95
```



Record 2
A single C20H23FN2O molecule, computed with ωB97M-V with the def2-TZVPD basis set.

Summary:
- Energy above the lowest of the compared OMol25 structures with the same formula, charge and spin: 12.92 kJ/mol
- 2S+1: 1
- DFT total energy: -1060.5633 Eh
- Molecular weight: 326.41 g mol⁻¹
- SMILES: Cc1ccc(C(=O)N2CCC[C@@H](Nc3ccc(F)cc3)C2)cc1C
- HOMO level: -7.7487 eV

The geometry in XYZ format:
```
47
C20H23FN2O ωB97M-V with the def2-TZVPD basis set
C 4.53 1.56 -0.53
C 1.71 -0.92 -0.26
H 3.61 2.31 -4.49
H -3.96 -3.86 0.06
C -1.33 -1.15 1.41
C 0.11 -1.69 1.38
H -1.05 1.77 1.62
C 4.25 2.19 -1.74
N -2.25 -2.23 1.12
H 2.65 3.52 -3.65
H 1.89 2.02 -4.20
H 5.41 1.86 0.02
C 2.31 0.80 -1.96
H -6.40 -3.90 0.44
C -6.35 -2.21 1.75
C 2.80 2.45 -3.78
H 1.44 0.48 -2.52
C -5.78 -3.16 0.92
H -1.13 -0.35 -0.57
C -4.42 -3.13 0.71
N 1.03 -0.69 0.89
H 4.61 4.20 -2.40
H 1.60 1.30 1.18
C 3.71 0.57 -0.03
C -5.58 -1.25 2.37
H -2.48 0.34 0.34
H 0.18 -2.54 0.69
C -4.22 -1.22 2.15
H 0.72 0.54 2.51
H 5.98 3.44 -1.57
H -1.97 -2.81 0.34
H -0.35 1.82 0.00
F -7.69 -2.23 1.96
O 1.65 -1.99 -0.85
C -1.44 0.01 0.41
C 2.58 0.19 -0.75
H -3.63 -0.46 2.64
C 5.16 3.26 -2.26
H 5.58 2.98 -3.23
H 0.42 -2.02 2.38
H -1.56 -0.78 2.42
C 3.12 1.80 -2.47
C -0.55 1.17 0.86
H 3.95 0.09 0.91
C -3.61 -2.17 1.32
C 0.78 0.63 1.42
H -6.05 -0.52 3.01
```



Record 3
A single C20H23FN4O3S molecule in a non-equilibrium geometry, computed with ωB97M-V with the def2-TZVPD basis set.

Summary:
- Energy above the lowest of the compared OMol25 structures with the same formula, charge and spin: 36.45 kJ/mol
- 2S+1: 1
- DFT total energy: -1718.7916 Eh
- Molecular weight: 418.49 g mol⁻¹
- SMILES: O=C(CCC(=O)N(CC(=O)NC1CCCC1)c1ccccc1F)Nc1nccs1
- HOMO level: -8.7297 eV

The geometry in XYZ format:
```
52
C20H23FN4O3S ωB97M-V with the def2-TZVPD basis set
N -4.02 -1.93 0.11
C 2.42 3.28 0.28
H 1.94 4.58 -1.41
H -4.60 -2.75 0.24
C -1.75 -1.05 -0.22
H 3.49 3.37 0.47
C -4.75 -0.78 0.09
N -6.03 -0.81 0.23
C -6.58 0.43 0.18
C 0.34 4.47 0.10
H 0.63 4.86 2.19
H 1.33 1.98 -0.98
C 2.75 0.15 -1.83
H 4.44 -4.37 1.77
H 2.25 3.20 2.46
O 4.39 1.37 -0.54
H -2.01 -0.53 -1.15
H 3.61 -0.41 -2.19
H 3.03 -2.94 -2.01
H -0.19 3.73 -0.51
H -7.64 0.52 0.29
C 2.53 -1.74 -0.32
H 2.19 0.56 -2.67
C 3.25 1.30 -0.93
C 3.11 -2.84 -0.93
H -0.17 5.42 -0.01
O 0.08 0.53 -1.53
C 2.65 -1.61 1.06
S -4.10 0.84 -0.12
N 1.88 -0.74 -1.08
H 0.08 -1.69 0.71
C 1.81 4.54 -0.33
H -0.49 3.53 1.89
C 1.62 3.03 1.58
C -5.71 1.45 0.00
H 2.28 5.43 0.11
C 3.91 -3.64 1.19
O -2.32 -3.37 0.02
F 2.08 -0.56 1.68
H 4.24 -4.63 -0.68
C 3.80 -3.78 -0.19
N 2.27 2.17 -0.63
H 1.29 2.00 1.61
C -2.68 -2.21 -0.02
H -0.23 -2.44 -0.84
H 3.41 -2.41 2.89
C 3.33 -2.55 1.82
C -0.30 -1.50 -0.29
H -5.90 2.50 -0.07
C 0.55 -0.46 -1.00
H -1.88 -0.33 0.59
C 0.43 4.00 1.55
```



Record 4
A single C20H23N3O3S2 molecule in a non-equilibrium geometry, computed with ωB97M-V with the def2-TZVPD basis set.

Summary:
- Energy above the lowest of the compared OMol25 structures with the same formula, charge and spin: 146.93 kJ/mol
- 2S+1: 1
- DFT total energy: -1962.2846 Eh
- Molecular weight: 417.56 g mol⁻¹
- SMILES: Cc1cccc(CSC2=NCCN2C(=O)c2ccc(S(=O)(=O)N(C)C)cc2)c1
- HOMO level: -8.6615 eV

The geometry in XYZ format:
```
51
C20H23N3O3S2 ωB97M-V with the def2-TZVPD basis set
O -3.34 -0.13 1.72
C 4.71 1.95 -0.48
C 0.04 2.67 0.71
C -0.70 0.41 -0.74
H -1.01 -0.46 -1.29
N -4.17 1.70 0.18
N 3.35 1.77 0.05
C 2.16 -2.52 -0.43
H 4.66 2.30 -1.51
H -4.76 1.41 -1.82
C 0.17 -2.58 0.91
H 5.36 0.00 -1.27
O -3.47 -0.63 -0.68
H -1.96 2.58 1.52
C -1.23 2.14 0.85
H 1.85 -1.95 2.88
H 5.24 2.69 0.12
C 0.95 2.04 -0.12
C 1.52 -2.28 0.78
H -0.43 -3.79 -2.18
H 6.28 0.54 0.14
H 3.21 -2.28 -0.52
S -3.22 0.32 0.36
C 0.12 -3.37 -1.35
H -5.89 2.59 0.95
H 3.34 -1.85 1.88
H -3.19 2.20 -1.56
H -5.32 1.12 1.79
H 1.29 0.44 -1.52
H 1.96 -3.24 -2.43
S 2.07 0.16 1.84
H 0.33 3.55 1.26
C -1.99 -3.47 0.01
C 2.33 2.59 -0.32
C 2.27 -1.66 1.92
C -5.47 1.59 0.82
C 1.46 -3.05 -1.49
C -0.55 -3.14 -0.14
H -2.23 -3.71 1.04
O 2.54 3.67 -0.84
C -4.22 2.12 -1.20
H -0.34 -2.38 1.84
C 5.30 0.53 -0.32
C -1.58 1.02 0.13
H -6.17 0.98 0.23
C 3.35 0.54 0.72
H -2.61 -2.62 -0.28
C 0.58 0.92 -0.86
N 4.38 -0.17 0.55
H -4.70 3.10 -1.26
H -2.27 -4.31 -0.62
```



Record 5
A single C20H23N3O4S2 molecule, computed with ωB97M-V with the def2-TZVPD basis set.

Summary:
- Energy above the lowest of the compared OMol25 structures with the same formula, charge and spin: 36.99 kJ/mol
- 2S+1: 1
- DFT total energy: -2037.5538 Eh
- Molecular weight: 433.55 g mol⁻¹
- SMILES: COCCCn1c(SCC(=O)NCc2ccco2)nc2sc3c(c2c1=O)CCC3
- HOMO level: -7.9272 eV

The geometry in XYZ format:
```
52
C20H23N3O4S2 ωB97M-V with the def2-TZVPD basis set
O -2.14 3.00 4.00
C 2.20 0.78 -1.50
H 1.53 -5.59 -0.22
O -0.11 3.16 -2.91
C -1.85 3.50 2.72
H -2.97 1.47 1.32
C -1.89 1.54 -2.87
C -0.02 -1.74 0.62
H 1.32 2.27 -0.18
N 0.43 0.97 -3.14
S -2.39 1.62 -1.12
H -0.21 2.15 2.45
H -2.77 3.79 2.20
C -2.00 1.19 1.75
H 2.32 0.67 1.76
C 1.21 -3.48 -0.28
O 2.90 -0.36 -1.27
H -2.06 0.54 -3.25
C 2.40 0.53 0.70
H -2.15 0.73 2.73
H 0.57 -4.07 2.59
H 2.42 0.53 -3.60
C 1.85 1.15 -2.90
C -0.62 -0.81 1.54
C 3.01 -0.49 0.06
C -1.47 0.28 -0.45
H 2.98 -4.67 -0.65
N -1.37 0.20 0.90
N -0.95 -0.57 -1.28
O -0.52 -0.84 2.75
H -3.78 4.22 4.37
H 3.41 -4.07 1.58
C 2.41 -4.50 1.47
H 0.08 0.03 -2.99
H -2.99 3.43 5.77
C 0.81 -2.86 0.86
C -0.23 -1.57 -0.75
C 1.86 1.36 -0.31
H -2.54 2.27 -3.37
H -2.21 4.82 4.98
C 2.08 -4.66 -0.03
C -2.82 3.92 4.81
H -1.21 4.40 2.81
C -0.44 1.99 -2.97
H -0.86 2.85 0.94
C -1.12 2.43 1.92
H 2.07 2.21 -3.08
C 1.37 -3.53 2.07
H 1.80 -2.82 2.77
H 3.55 -1.35 0.42
S 0.59 -2.75 -1.72
H 2.42 -5.46 1.99
```



Record 6
2 unconnected molecules or ions with the total composition C20H23N4 in a non-equilibrium geometry, computed with ωB97M-V with the def2-TZVPD basis set.

Summary:
- Energy above the lowest of the compared OMol25 structures with the same formula, charge and spin: 70.49 kJ/mol
- 2S+1: 1
- Total charge: +1
- DFT total energy: -994.7025 Eh
- Molecular weight: 319.43 g mol⁻¹
- HOMO level: -11.3261 eV

The geometry in XYZ format:
```
47
C20H23N4 ωB97M-V with the def2-TZVPD basis set
H -0.61 0.22 -4.82
N -1.11 -1.34 -0.80
C -2.93 -2.30 -2.21
N 0.78 -0.12 1.72
C 4.45 0.64 2.16
H -0.13 -1.48 -4.88
H -2.09 -0.01 1.83
C -1.55 0.92 1.94
H -0.37 -3.14 1.72
C -1.49 3.36 2.25
C 2.08 0.44 1.86
C -0.55 -0.98 -1.92
H -2.81 -2.23 -0.08
H -1.02 -1.83 2.83
C -0.10 3.35 2.27
C -2.44 -1.56 -3.44
H 1.85 -0.94 -3.85
H -3.11 -0.65 -0.85
H -1.50 -1.94 1.14
H -2.33 -2.26 -4.28
C -2.21 2.16 2.11
H 5.44 0.20 2.22
C 1.94 1.83 2.09
H -2.03 4.30 2.35
N 0.74 -0.56 -2.11
C 4.32 2.04 2.28
H 0.52 4.25 2.38
H 2.89 3.72 2.40
H -3.30 2.18 2.13
H -3.18 -0.80 -3.73
H -2.49 -3.31 -2.20
C 0.51 -1.35 1.29
C 0.55 2.13 2.12
N -1.16 -0.95 -3.15
C 3.31 -0.18 1.94
H 1.40 -0.61 -1.34
C -0.65 -2.08 1.82
C -2.54 -1.60 -0.93
H 1.36 -1.93 0.89
C -0.17 0.93 1.94
C 3.06 2.65 2.28
H 3.37 -1.26 1.86
C -0.25 -0.62 -4.22
H 5.21 2.66 2.40
C 1.04 -0.30 -3.50
H 1.31 0.75 -3.65
H -4.01 -2.41 -2.25
```



Record 7
A single C20H23N5O2S molecule, computed with ωB97M-V with the def2-TZVPD basis set.

Summary:
- Energy above the lowest of the compared OMol25 structures with the same formula, charge and spin: 34.76 kJ/mol
- 2S+1: 1
- DFT total energy: -1598.4109 Eh
- Molecular weight: 397.50 g mol⁻¹
- SMILES: Cc1nc(SCC(=O)Nc2c(C)n(C)n(-c3ccccc3)c2=O)nc(C)c1C
- HOMO level: -7.9265 eV

The geometry in XYZ format:
```
51
C20H23N5O2S ωB97M-V with the def2-TZVPD basis set
H 0.35 4.15 -1.94
H 1.66 -0.32 -3.46
C -1.10 0.01 0.81
H -4.30 2.40 -2.24
C 1.14 0.60 -3.24
C -0.31 -0.95 1.57
C -3.36 -0.67 -3.27
H -4.38 0.95 -4.23
O 1.93 -2.25 3.06
C -0.87 -2.18 1.38
C 3.20 -0.27 2.57
H -1.36 -3.88 2.56
H 0.06 0.43 -3.29
H 3.97 -0.68 3.21
C -2.73 -0.31 -0.98
C 1.44 2.49 0.02
H -3.38 -1.30 -4.14
N 2.27 1.67 0.66
H 0.35 -3.43 2.57
C -3.91 0.60 -3.32
H 1.13 4.59 0.22
H -0.10 3.57 0.97
C -3.87 1.41 -2.20
H -3.79 -2.60 -0.21
C -0.54 -3.51 1.95
H -3.25 1.59 -0.15
H -2.29 -2.10 -2.08
N 0.85 -0.45 2.16
C 1.53 1.07 -1.88
C -3.29 0.97 -1.03
O -0.93 1.22 0.70
S 3.80 -0.48 0.85
H -2.80 -3.94 0.39
N 2.39 0.28 -1.23
H 1.40 1.35 -3.99
C 2.70 0.61 0.00
N -2.09 -0.73 0.20
H -0.17 2.81 -2.98
C 0.02 3.11 -1.95
H 3.04 0.79 2.74
H -0.92 3.06 -1.40
H 0.97 0.53 1.92
C 1.93 -1.11 2.65
H -0.35 -4.23 1.16
C 1.02 2.23 -1.29
H -3.58 -2.82 1.54
C -2.76 -1.12 -2.11
C 0.97 3.68 0.78
H 1.49 3.74 1.73
N -1.91 -2.08 0.48
C -3.09 -2.91 0.57
```



Record 8
A single C20H23NO5 molecule in a non-equilibrium geometry, computed with ωB97M-V with the def2-TZVPD basis set.

Summary:
- Energy above the lowest of the compared OMol25 structures with the same formula, charge and spin: 365.09 kJ/mol
- 2S+1: 1
- DFT total energy: -1206.7911 Eh
- Molecular weight: 357.41 g mol⁻¹
- SMILES: CCCCNC[C@H](O)COc1cc(O)c2c(=O)c3ccccc3oc2c1
- HOMO level: -8.3782 eV

The geometry in XYZ format:
```
49
C20H23NO5 ωB97M-V with the def2-TZVPD basis set
C 0.97 -3.21 0.21
N -0.35 0.32 -3.53
H -0.17 -0.17 -0.35
H 1.69 0.44 -3.11
C 1.05 0.05 -3.89
H -2.27 4.60 -1.00
C -2.20 1.46 -2.30
C -2.31 2.52 -1.27
H 1.38 0.49 -4.83
H -3.26 2.34 -0.73
H 1.40 -3.36 -2.92
C 1.26 -2.26 -2.62
H -2.86 1.60 -3.09
O 1.70 -2.61 4.41
C 0.49 -2.06 -0.48
H 1.42 -1.08 6.11
H 2.24 -1.95 -2.15
C 0.19 0.64 3.47
C 0.88 -1.86 2.30
H 1.89 -1.97 -4.62
H 0.96 1.33 7.29
H -0.06 1.50 -1.95
C -2.39 3.92 -1.82
C 1.10 -1.52 -3.99
O 0.07 0.41 2.09
C 0.02 2.01 5.49
O 0.09 -2.08 -1.75
H -0.53 2.34 -3.57
H -1.53 4.29 -2.43
C -0.29 1.82 4.09
C 1.12 -1.68 3.77
H -3.32 4.12 -2.34
H 1.93 -4.05 3.13
C 0.43 -0.77 1.51
O -0.11 -1.91 -4.70
C 0.18 -0.96 0.20
H -2.32 0.44 -1.90
H -0.34 2.93 5.88
C 0.95 -0.15 5.64
H 1.16 -4.14 -0.31
H -1.53 2.58 -0.51
H -0.96 0.12 -4.33
C 1.21 -3.10 1.56
C 0.68 1.06 6.24
O 1.94 -4.15 2.14
C 0.81 -0.39 4.29
C -0.75 1.50 -2.83
H -0.86 -1.94 -4.02
H -0.80 2.55 3.53
```